Molecular formula: C54H65KN4O3Si
Method: DFT, ωB97M-V with the def2-TZVPD basis set

Geometry as XYZ:
```
128
Properties=species:S:1:pos:R:3:lowdin_charge:R:1
K -0.06671 0.36828 -0.44267 0.66
C -4.63398 -0.75612 -5.42225 -0.10
C -3.26264 -1.37910 -5.12927 -0.20
C -2.34305 -0.44915 -4.39765 -0.14
C -1.38584 0.36725 -4.91589 -0.15
C -1.01506 0.56712 -6.35288 -0.20
C -1.62448 1.84218 -6.95390 -0.10
C -0.77673 1.06381 -3.77270 -0.28
N -1.34618 0.65458 -2.62410 0.05
C -2.31064 -0.24196 -2.94406 -0.24
C -3.15573 -0.88300 -2.02648 0.04
C -3.17297 -0.76243 -0.61853 -0.28
C -3.96430 -1.59123 0.30282 -0.16
C -4.95405 -2.64963 -0.08034 -0.20
C -6.39647 -2.12874 -0.12648 -0.10
C -3.57520 -1.23453 1.55814 -0.13
C -2.56846 -0.18097 1.39221 -0.24
C -1.85833 0.42936 2.44479 0.06
C -0.85696 1.40918 2.37350 -0.25
N -0.42990 1.99779 1.23275 0.01
C 0.61403 2.78538 1.54422 -0.25
C 1.40161 3.48616 0.60235 0.05
C 1.37911 3.38372 -0.79572 -0.25
N 0.62794 2.50686 -1.50260 0.03
C 0.89285 2.70281 -2.80783 -0.25
C 0.27204 2.00702 -3.86251 0.01
C 1.89934 3.76440 -2.96601 -0.14
C 2.20480 4.18805 -1.71307 -0.14
C 3.15968 5.26881 -1.30776 -0.20
C 2.46062 6.59585 -0.98995 -0.10
C 2.41455 4.28327 -4.27326 -0.20
C 1.45337 5.27953 -4.94085 -0.10
C 0.85900 2.74518 2.99615 -0.14
C -0.06186 1.88907 3.51227 -0.14
C -0.26085 1.49788 4.94476 -0.20
C -1.42328 2.25285 5.60678 -0.10
C 1.99779 3.41071 3.70923 -0.21
C 3.30723 2.61483 3.57548 -0.09
N -2.37881 0.07227 0.07985 0.01
C -4.07488 -1.76733 2.86597 -0.19
C -5.04446 -0.80579 3.56987 -0.09
H -5.30643 -1.47208 -5.90475 0.06
H -4.52819 0.11171 -6.07888 0.06
H -5.10199 -0.41336 -4.49636 0.07
H -2.79868 -1.68807 -6.06882 0.10
H -3.40011 -2.28923 -4.54003 0.10
H -1.33886 -0.29692 -6.93905 0.10
H 0.07366 0.61155 -6.44710 0.10
H -2.71575 1.80401 -6.90115 0.06
H -1.33322 1.97342 -8.00133 0.06
H -1.30038 2.72253 -6.39311 0.06
H -3.85962 -1.59453 -2.45052 0.09
H -4.88736 -3.48187 0.62426 0.10
H -4.68830 -3.06023 -1.05668 0.10
H -6.70449 -1.76177 0.85709 0.06
H -7.09737 -2.91148 -0.43523 0.06
H -6.47891 -1.29484 -0.82973 0.07
H -2.07340 0.04538 3.43916 0.10
H 2.14563 4.16208 1.01563 0.09
H 0.61658 2.24700 -4.86583 0.09
H 3.89194 5.42776 -2.10279 0.09
H 3.72444 4.94331 -0.42943 0.10
H 1.92424 6.96460 -1.86822 0.06
H 3.17596 7.36245 -0.67627 0.06
H 1.72831 6.45865 -0.19140 0.07
H 2.59200 3.44546 -4.95307 0.10
H 3.38343 4.76556 -4.11992 0.09
H 0.47783 4.81531 -5.10435 0.06
H 1.83714 5.62958 -5.90469 0.06
H 1.29824 6.14800 -4.29492 0.06
H 0.65905 1.68236 5.50580 0.10
H -0.44941 0.42231 5.00904 0.08
H -1.21730 3.32658 5.62934 0.07
H -1.59266 1.91127 6.63332 0.06
H -2.34540 2.10678 5.03834 0.06
H 1.75093 3.52713 4.76833 0.09
H 2.14222 4.42094 3.31327 0.10
H 3.18691 1.60418 3.97468 0.07
H 4.13182 3.10084 4.10691 0.06
H 3.58672 2.50893 2.52548 0.07
H -3.22700 -1.97238 3.52347 0.09
H -4.57261 -2.72761 2.70111 0.10
H -4.56130 0.15625 3.75595 0.06
H -5.38531 -1.21128 4.52800 0.06
H -5.92057 -0.61538 2.94463 0.06
O 1.69661 -0.89193 -3.73787 -0.05
H 0.97477 -1.43955 -3.40568 0.05
H 1.29882 -0.00706 -3.80242 0.01
O 3.66129 0.08207 -1.76631 -0.08
H 3.05238 0.57967 -1.20653 0.01
H 3.07598 -0.35479 -2.40791 -0.01
O -1.27214 -3.33853 -0.67157 -0.06
H -1.84138 -2.55618 -0.71059 0.00
H -0.82215 -3.25968 0.18051 0.00
C 3.15542 -6.11280 -0.82249 -0.13
C 3.38824 -5.97228 0.54379 -0.12
C 2.97300 -4.82123 1.20295 -0.11
C 2.31384 -3.77689 0.53619 -0.31
C 2.10003 -3.94610 -0.83547 -0.12
C 2.51144 -5.09451 -1.51209 -0.11
Si 1.71358 -2.16075 1.43633 0.75
C 3.32369 -1.77233 2.44724 -0.31
C 4.35166 -1.08934 1.77263 -0.12
C 5.51946 -0.69259 2.41364 -0.11
C 5.69452 -0.94561 3.77140 -0.14
C 4.69756 -1.61946 4.46550 -0.12
C 3.53749 -2.02884 3.80836 -0.12
C 0.58240 -2.94503 2.79980 -0.31
C -0.13859 -4.13977 2.64410 -0.11
C -1.06972 -4.57411 3.58776 -0.11
C -1.29335 -3.83906 4.74367 -0.14
C -0.58805 -2.65195 4.93422 -0.12
C 0.31447 -2.21449 3.97423 -0.15
H 3.47516 -7.00906 -1.34184 0.08
H 3.89575 -6.76054 1.09089 0.08
H 3.16949 -4.72338 2.26839 0.10
H 1.59041 -3.15911 -1.38266 0.08
H 2.32513 -5.19249 -2.57625 0.09
H 4.22805 -0.86626 0.71347 0.08
H 6.28870 -0.16749 1.85670 0.09
H 6.59301 -0.61804 4.28043 0.08
H 4.82020 -1.82585 5.52383 0.08
H 2.77715 -2.55729 4.37672 0.08
H 0.03443 -4.75430 1.76451 0.09
H -1.61838 -5.49516 3.41786 0.09
H -2.01447 -4.17446 5.47882 0.08
H -0.75572 -2.06178 5.83046 0.09
H 0.83519 -1.27083 4.13072 0.09
```

The calculation puts the calculated total energy at -3430.98596 Eh. The frontier orbital gap is 5.4 eV. Its total charge is -2.